1.
Here is one molecule with the formula C9H6ClN5S from OMol25. Energies are from the ωB97M-V functional and the def2-TZVPD basis.

Computed properties:
energy above the lowest of the compared OMol25 structures with the same formula, charge and spin	0.0000	eV
HOMO level	-7.751	eV
Kohn-Sham gap	0.29709	Ha
total charge	0
molecular weight	251.70	Da

Last column: natural (NBO) charge in e.
Cartesian coordinates (Å):
N 3.40878 0.33466 -1.62703  -0.7863
C 2.27551 -0.43711 -1.65878  0.4010
N 2.28222 -1.29372 -2.61659  -0.5090
C 1.21089 -2.09964 -2.69653  0.2867
N 0.09271 -1.90734 -1.96832  -0.5205
C 0.11402 -0.96091 -1.00923  0.4168
C 1.22300 -0.19082 -0.79314  -0.3452
S 1.30246 1.04792 0.46750  0.3075
C -0.25778 0.99261 1.28002  0.0488
N -0.50846 1.84982 2.28028  -0.4279
C -1.67081 1.81684 2.92799  0.1650
Cl -1.95768 3.00898 4.15650  0.0204
C -2.67821 0.92928 2.55349  -0.2540
C -2.44124 0.03976 1.50562  -0.1933
C -1.21690 0.06729 0.81861  0.1190
N -1.06263 -0.76407 -0.30580  -0.5857
H 3.35602 1.19785 -1.10027  0.3880
H 3.91544 0.29723 -2.48352  0.4048
H 1.20352 -2.81537 -3.48182  0.1877
H -3.60946 0.98903 3.10048  0.2360
H -3.19825 -0.66864 1.18551  0.2217
H -1.78317 -1.43364 -0.53498  0.4185


2.
Here is a 2-piece molecular cluster, C9H6ClO3 overall from OMol25. Energies are from the ωB97M-V functional and the def2-TZVPD basis.

Computed properties:
HOMO level	-3.275	eV
Kohn-Sham gap	0.25086	Ha
total charge	-1
molecular weight	197.60	Da

Last column: natural (NBO) charge in e.
Cartesian coordinates (Å):
C 1.02826 -1.91845 -1.85628  -0.2972
C 1.60414 -1.37881 -0.69833  -0.2261
C -0.15935 -1.26497 -2.23007  -0.1927
C 1.01858 -0.44398 0.10182  -0.2095
C -0.83182 -0.37189 -1.32405  -0.2638
C -0.23577 0.18205 -0.23518  -0.0748
C 0.08504 2.27819 1.20186  0.3755
C -1.22714 0.17534 2.61819  1.0212
C -0.84000 1.18549 0.53478  -0.3506
O -1.88528 0.90723 3.17843  -0.5565
O -0.22980 3.38890 1.53060  -0.6038
O -0.60930 -0.74806 2.35407  -0.5758
Cl -2.29682 2.01126 -0.15181  -0.1215
H 1.62116 -2.81580 -2.35620  0.1982
H 2.60094 -1.57343 -0.36039  0.1901
H -0.63324 -1.30737 -3.13584  0.1890
H 1.66714 -0.25298 0.96906  0.2022
H -1.62925 0.14493 -1.84065  0.2089
H 0.95250 1.80236 1.70000  0.0871


3.
Here is one molecule with the formula C9H6N2OS from OMol25. Energies are from the ωB97M-V functional and the def2-TZVPD basis.

Computed properties:
energy above the lowest of the compared OMol25 structures with the same formula, charge and spin	3.1680	eV
HOMO level	-8.750	eV
Kohn-Sham gap	0.30857	Ha
total charge	0
molecular weight	190.23	Da

Last column: natural (NBO) charge in e.
Cartesian coordinates (Å):
N 5.99744 0.29002 0.69761  -0.2962
C 4.82553 0.23091 1.04624  0.2285
C 3.28013 0.32754 1.26600  -0.5982
S 2.76965 0.86352 -0.64521  0.3099
C 1.08317 0.45593 -0.33149  0.3442
N 0.59405 -0.49451 0.57525  -0.4668
C -0.77036 -0.31419 0.18106  0.0998
C -1.88104 -0.83300 0.81291  -0.2424
C -3.13723 -0.73354 0.10506  -0.1815
C -3.27438 -0.25633 -1.25775  -0.2462
C -2.13392 0.51193 -1.63074  -0.2411
C -1.04879 0.64514 -0.89199  0.2029
O 0.25421 1.07296 -1.29685  -0.4399
H 2.72701 -0.71035 1.71419  0.3244
H 2.84352 1.28303 2.00773  0.2928
H -1.89831 -1.41248 1.63450  0.2179
H -3.97507 -1.39405 0.52765  0.2124
H -4.26883 -0.44669 -1.77672  0.2460
H -1.98677 0.91414 -2.73743  0.2334


4.
Here is a 2-piece molecular cluster, C9H6N3O2 overall from OMol25. Energies are from the ωB97M-V functional and the def2-TZVPD basis.

Computed properties:
energy above the lowest of the compared OMol25 structures with the same formula, charge and spin	3.8910	eV
HOMO level	-13.989	eV
Kohn-Sham gap	0.25545	Ha
total charge	+1
molecular weight	188.17	Da

Last column: natural (NBO) charge in e.
Cartesian coordinates (Å):
C 3.51416 1.60731 0.20279  0.1805
C -1.63221 0.37822 -0.73625  0.0073
C -0.92555 -0.73044 -1.28835  -0.2351
C -0.93091 1.30401 0.04654  -0.2390
C 0.33811 -1.04809 -0.86518  -0.0424
C 0.32648 1.01662 0.54144  -0.0238
C 0.98849 -0.18025 0.13034  -0.2544
C 3.81102 0.59476 -0.60176  0.0208
C 2.13880 -0.55106 0.70395  0.4371
N 3.20961 2.53912 0.79909  -0.2014
N 2.87528 -0.75799 1.72367  -0.0520
N 4.13911 -0.15869 -1.40261  0.3436
O 4.50024 -0.85170 -2.24252  -0.2287
O 4.08137 -0.55901 1.88892  -0.3935
H -2.68023 0.49235 -0.81834  0.2471
H -1.51937 -1.40047 -1.93674  0.2580
H -1.35853 2.26100 0.40095  0.2626
H 0.66960 -1.95827 -1.24944  0.2470
H 0.88925 1.57425 1.22265  0.2497
H 2.32043 -1.23166 2.42538  0.4166


5.
Here is one molecule with the formula C9H6N4 from OMol25. Energies are from the ωB97M-V functional and the def2-TZVPD basis.

Computed properties:
energy above the lowest of the compared OMol25 structures with the same formula, charge and spin	0.7930	eV
HOMO level	-7.468	eV
Kohn-Sham gap	0.26402	Ha
total charge	0
molecular weight	170.18	Da

Last column: natural (NBO) charge in e.
Cartesian coordinates (Å):
C -1.94486 -1.40696 1.24740  -0.1235
C -2.28778 -0.22974 0.48234  -0.3298
C -1.26945 0.46843 -0.17368  0.3687
N -1.64189 1.56809 -0.91716  -0.4927
C -0.68439 2.13344 -1.65320  0.3059
N 0.65519 1.76357 -1.63563  -0.5458
C 0.96371 0.79174 -0.84242  0.4379
C 2.34949 0.45894 -0.66605  -0.3353
C 2.68094 -0.54273 0.23095  0.0917
N 1.68375 -1.25500 0.88976  -0.5087
C 0.43896 -0.94675 0.72375  0.4177
C -0.61196 -1.73633 1.36117  -0.2907
N 0.06564 0.11303 -0.09277  -0.3538
H -2.72618 -2.01353 1.76247  0.2305
H -3.28147 0.14514 0.37927  0.2427
H -0.95786 2.96673 -2.27387  0.1918
H 3.09432 1.03825 -1.21098  0.2436
H 3.73396 -0.74745 0.42927  0.2107
H -0.26011 -2.56886 1.95940  0.2391


6.
Here is a 2-piece molecular cluster, C9H6N7O4S overall from OMol25. Energies are from the ωB97M-V functional and the def2-TZVPD basis.

Computed properties:
energy above the lowest of the compared OMol25 structures with the same formula, charge and spin	0.0000	eV
HOMO level	-4.745	eV
Kohn-Sham gap	0.23034	Ha
total charge	-1
molecular weight	308.26	Da

Last column: natural (NBO) charge in e.
Cartesian coordinates (Å):
O 2.63149 1.08540 2.72615  -0.3987
N 2.36410 -0.09666 2.38453  0.5132
C 0.99375 -0.46008 2.45750  -0.0393
C 0.10434 0.49715 2.92274  0.1462
N -1.21354 0.18348 2.83120  -0.2084
N -2.26410 1.00818 3.12425  -0.0690
N -3.35243 0.32463 2.88139  -0.0263
N -3.07095 -0.93105 2.41536  -0.3206
C -1.72545 -1.02294 2.35697  0.3070
C -0.79903 -1.99386 1.88659  -0.2505
C 0.54449 -1.70571 1.92957  -0.1304
O 3.24072 -0.90611 2.01826  -0.3951
H 0.39015 1.38924 3.47346  0.2883
H -1.22221 -2.94054 1.55734  0.2362
H 1.31347 -2.38131 1.55986  0.2507
C 0.21367 2.51853 1.35435  -0.6190
C -0.20688 1.74959 0.23542  0.6306
O 0.18038 0.61708 -0.08435  -0.7131
N -1.18190 2.35836 -0.60896  -0.6286
C -2.00867 3.39584 -0.25325  0.3124
S -3.46839 3.72495 -1.01530  -0.3121
N -1.53901 4.09300 0.83509  -0.6247
C -0.48274 3.70540 1.71808  0.6306
O -0.25338 4.39161 2.71971  -0.6732
H 1.16608 2.29115 1.82831  0.2520
H -1.51775 1.77393 -1.37298  0.4200
H -2.12243 4.86794 1.14419  0.4216